DFT (wB97M-V/def2-TZVPD) results for a 3-piece molecular cluster, C32H61BCl2N2O11 overall.

The calculation puts the HOMO-LUMO gap at 9.35 eV. As for the largest force on an atom: 1.178 eV/Å. The value obtained for the total energy is -3138.16247 Ha.

Geometry (Å):
Cl1 -5.910 2.005 0.628
Cl2 -4.425 -1.335 2.836
O1 -2.366 0.324 1.462
O2 0.054 0.929 3.954
O3 -0.890 -3.978 -0.446
O4 -5.678 -5.785 -1.993
O5 -4.218 0.079 -5.987
O6 -3.448 5.343 1.370
O7 -2.926 -4.118 -1.387
O8 9.348 2.224 2.931
O9 -3.359 3.239 1.158
O10 5.013 0.399 2.816
O11 -4.506 0.351 -1.432
N1 -4.334 -0.395 -3.672
N2 -3.403 4.501 0.566
C1 2.632 1.135 -3.659
C2 -6.501 -5.536 -3.133
C3 -1.987 0.146 -1.369
C4 -5.639 -5.331 -4.369
C5 3.951 0.686 3.698
C6 1.138 0.772 -3.638
C7 -1.489 -0.826 -2.463
C8 -3.382 0.815 0.626
C9 -2.478 -2.348 0.244
C10 -2.169 0.950 2.737
C11 -7.404 -4.339 -2.878
C12 0.832 -0.743 -3.536
C13 3.216 1.676 -2.331
C14 -4.419 0.772 -2.732
C15 2.666 0.957 -1.102
C16 -1.998 -3.536 -0.542
C17 -3.339 -0.064 -0.697
C18 -3.608 -1.542 -0.405
C19 0.022 -1.126 -2.296
C20 -4.791 0.815 1.234
C21 10.060 -0.009 3.527
C22 -5.317 -0.012 2.150
C23 5.799 1.522 2.433
C24 -6.713 0.071 2.685
C25 9.289 1.230 3.956
C26 0.041 2.468 1.923
C27 3.424 1.185 0.238
C28 9.819 1.795 5.264
C29 -2.994 2.253 0.188
C30 5.086 2.554 1.585
C31 4.675 2.060 0.182
C32 -4.267 -0.126 -4.853
B1 -0.661 1.451 2.897
H1 -0.531 3.380 1.761
H2 10.866 2.093 5.154
H3 0.618 1.332 -2.863
H4 -6.251 -5.173 -5.258
H5 -7.110 -6.433 -3.257
H6 4.111 0.170 4.646
H7 10.272 2.465 2.809
H8 0.147 -2.199 -2.170
H9 -1.252 0.121 -0.569
H10 -2.866 1.764 2.936
H11 0.125 1.989 0.940
H12 9.754 1.062 6.069
H13 -3.405 2.525 -0.780
H14 0.929 0.643 3.669
H15 2.632 -0.111 -1.322
H16 3.023 0.303 3.270
H17 -1.598 -0.325 -3.422
H18 8.234 0.980 4.068
H19 11.114 0.236 3.365
H20 -2.339 0.204 3.513
H21 -4.989 -4.461 -4.238
H22 3.682 0.212 0.647
H23 -5.347 1.297 -2.949
H24 4.511 2.945 -0.426
H25 -6.803 -3.441 -2.707
H26 -4.998 -6.198 -4.536
H27 2.722 1.624 0.950
H28 -3.242 -4.929 -0.968
H29 -1.596 -1.767 0.481
H30 -7.424 -0.280 1.937
H31 1.059 2.697 2.230
H32 0.259 -1.012 -4.424
H33 1.753 -1.319 -3.594
H34 -4.550 -1.634 0.127
H35 -3.808 -1.981 -1.379
H36 5.492 1.453 -0.207
H37 -1.912 2.272 0.103
H38 10.001 -0.794 4.281
H39 3.851 1.749 3.912
H40 4.295 1.566 -2.388
H41 2.944 2.731 -2.269
H42 -6.966 1.091 2.959
H43 9.666 -0.398 2.588
H44 1.632 1.259 -0.943
H45 -6.818 -0.560 3.561
H46 -2.059 -1.745 -2.551
H47 0.411 -0.593 -1.435
H48 6.683 1.124 1.944
H49 -1.896 1.147 -1.785
H50 -2.801 -2.771 1.197
H51 4.200 2.942 2.085
H52 -8.065 -4.154 -3.726
H53 3.231 0.276 -3.961
H54 5.789 3.375 1.438
H55 0.733 1.124 -4.586
H56 -3.606 1.473 -2.927
H57 9.254 2.682 5.554
H58 -8.014 -4.502 -1.990
H59 6.137 2.021 3.350
H60 -5.132 -5.003 -1.863
H61 2.801 1.897 -4.419

---

DFT (wB97M-V/def2-TZVPD) results for a 6-piece molecular cluster, C32H61BF5N11O4PS2 overall.

The calculation puts the HOMO-LUMO gap at 8.12 eV. As for the largest force on an atom: 3.469 eV/Å. The value obtained for the total energy is -3820.75212 Ha. The total charge is +1.

Geometry (Å):
S1 -2.132 4.335 -3.373
S2 -1.144 0.780 -4.232
P1 0.677 5.543 -1.976
F1 1.287 1.785 -3.962
F2 1.438 -1.002 -4.760
F3 0.387 2.112 -5.845
F4 0.664 -0.299 -6.638
F5 2.499 0.416 -5.871
O1 -3.123 -0.580 -1.713
O2 -2.073 1.241 -5.231
O3 -2.552 1.697 1.883
O4 -1.295 -0.636 -4.078
N1 -0.069 -3.655 0.783
N2 -0.419 4.546 2.223
N3 -1.812 -0.834 0.356
N4 3.494 -8.658 -0.384
N5 -1.045 3.111 -2.728
N6 5.120 -1.290 1.571
N7 -0.091 4.334 -0.921
N8 -5.291 0.242 2.933
N9 1.465 4.929 -3.192
N10 -1.410 2.387 -0.539
N11 0.287 1.042 -1.277
C1 -8.128 -1.504 2.003
C2 1.295 0.015 -5.553
C3 -1.561 1.723 -2.731
C4 -1.744 6.794 2.395
C5 3.096 0.377 -0.456
C6 1.816 -9.463 -3.297
C7 1.630 -9.799 -1.813
C8 1.738 -7.967 -3.580
C9 5.719 -1.271 2.540
C10 2.472 -3.404 1.334
C11 2.339 -0.248 -1.637
C12 3.037 -5.608 0.187
C13 -5.915 -0.692 2.739
C14 0.139 7.905 3.705
C15 -2.815 2.829 -0.306
C16 4.558 0.775 -0.781
C17 0.547 1.213 -4.906
C18 -3.219 2.719 1.202
C19 5.420 0.956 4.512
C20 -6.730 -1.895 2.496
C21 5.715 -0.493 4.882
C22 0.806 -0.337 -1.402
C23 -8.896 -0.652 3.008
C24 -0.774 7.978 2.486
C25 -4.755 2.693 1.375
C26 2.682 -9.158 -1.006
C27 6.492 -1.240 3.793
C28 -0.796 3.361 -1.366
C29 -1.001 5.526 2.292
C30 -1.178 1.158 -1.321
C31 1.039 -3.542 1.024
C32 3.321 -4.112 0.275
B1 -2.081 -0.132 -0.889
H1 2.659 -3.828 2.322
H2 -2.691 -1.112 0.779
H3 -8.393 0.299 3.194
H4 0.537 1.328 -0.332
H5 -2.385 6.754 3.277
H6 1.680 -10.877 -1.660
H7 6.342 1.507 4.317
H8 2.601 1.265 -0.036
H9 7.450 -0.753 3.602
H10 1.360 3.915 -3.111
H11 2.533 -7.421 -3.070
H12 -6.226 -2.513 1.753
H13 4.375 -3.961 0.513
H14 -8.047 -0.958 1.060
H15 -3.555 2.374 -0.980
H16 -6.796 -2.467 3.422
H17 4.894 1.456 5.326
H18 1.607 6.273 -1.187
H19 -0.160 8.022 1.582
H20 4.607 1.870 -0.786
H21 0.407 -0.874 -2.268
H22 1.046 -9.978 -3.874
H23 4.932 0.379 -1.728
H24 6.295 -0.516 5.806
H25 -2.386 6.895 1.517
H26 -2.877 3.654 1.656
H27 3.111 -0.350 0.364
H28 3.215 -6.100 1.144
H29 2.781 -9.842 -3.640
H30 3.682 -6.075 -0.554
H31 -3.070 3.635 -4.062
H32 -4.995 3.300 2.250
H33 -3.121 0.918 1.877
H34 0.657 -9.452 -1.462
H35 -8.695 -2.414 1.798
H36 -2.635 1.879 -2.890
H37 4.774 -1.010 5.081
H38 -3.938 -0.160 -1.394
H39 0.778 -7.556 -3.258
H40 -5.093 1.661 1.577
H41 -5.238 3.101 0.478
H42 -1.211 -1.641 0.197
H43 2.005 -5.804 -0.112
H44 0.027 4.446 0.092
H45 2.721 -2.344 1.370
H46 -0.443 7.872 4.628
H47 4.786 1.023 3.625
H48 -9.892 -0.424 2.629
H49 2.593 0.203 -2.600
H50 1.846 -7.776 -4.648
H51 5.202 0.451 0.034
H52 2.671 -1.296 -1.697
H53 -2.850 3.908 -0.514
H54 0.788 8.778 3.746
H55 3.145 -3.656 -0.702
H56 -1.351 8.903 2.525
H57 -9.007 -1.173 3.960
H58 -0.364 6.362 -2.471
H59 0.782 7.023 3.673
H60 0.710 -0.916 -0.475
H61 6.692 -2.265 4.105

---

DFT (wB97M-V/def2-TZVPD) results for a 10-piece molecular cluster, C32H62NO28S3 overall.

The calculation puts the HOMO-LUMO gap at 10.25 eV. Its energy above the lowest of the compared OMol25 structures with the same formula, charge and spin is 0.8329 eV. As for the largest force on an atom: 10.194 eV/Å. The value obtained for the total energy is -4611.71761 Ha. The total charge is +1.

Geometry (Å):
S1 -44.822 -16.714 21.745
S2 -52.166 -16.944 26.103
S3 -44.644 -20.376 30.360
O1 -44.340 -15.051 32.219
O2 -51.115 -16.817 24.908
O3 -42.492 -16.865 26.590
O4 -45.320 -12.322 25.181
O5 -45.845 -16.640 31.687
O6 -45.126 -21.288 25.274
O7 -43.949 -16.380 22.846
O8 -46.208 -16.502 21.917
O9 -51.770 -21.724 27.209
O10 -44.624 -18.328 21.398
O11 -46.088 -20.903 29.701
O12 -48.910 -20.176 32.186
O13 -41.306 -15.178 27.546
O14 -43.508 -21.243 30.056
O15 -50.707 -20.316 28.392
O16 -48.355 -18.176 29.950
O17 -43.639 -21.068 27.004
O18 -45.170 -15.124 30.104
O19 -47.470 -13.023 24.815
O20 -47.892 -22.143 31.997
O21 -53.151 -15.919 25.807
O22 -40.512 -17.206 27.478
O23 -52.553 -18.338 26.323
O24 -43.094 -20.573 24.937
O25 -49.770 -21.166 26.456
O26 -45.881 -12.932 23.231
O27 -48.550 -21.563 33.858
O28 -44.548 -19.030 29.998
N1 -46.633 -17.343 26.701
C1 -43.984 -21.002 25.685
C2 -44.920 -19.179 22.433
C3 -44.535 -13.942 30.111
C4 -42.441 -20.409 27.136
C5 -46.141 -22.311 29.297
C6 -44.955 -20.536 32.147
C7 -47.798 -17.412 25.731
C8 -47.388 -22.557 28.482
C9 -46.013 -15.976 26.315
C10 -44.278 -11.969 24.365
C11 -45.228 -15.665 31.360
C12 -44.162 -16.037 20.331
C13 -41.452 -16.416 27.122
C14 -48.450 -21.222 32.688
C15 -45.666 -18.456 26.510
C16 -51.543 -17.588 23.732
C17 -47.866 -22.773 34.233
C18 -50.406 -17.618 22.609
C19 -44.532 -12.831 23.228
C20 -43.773 -13.935 31.468
C21 -47.701 -23.289 32.802
C22 -47.070 -17.251 28.174
C23 -40.245 -14.955 28.417
C24 -47.976 -18.327 28.619
C25 -41.892 -20.350 25.602
C26 -51.362 -16.303 27.503
C27 -51.845 -20.492 29.222
C28 -44.528 -20.577 21.835
C29 -46.307 -12.877 24.439
C30 -50.642 -21.034 27.255
C31 -52.651 -21.360 28.271
C32 -39.576 -16.380 28.167
H1 -51.865 -20.965 30.081
H2 -45.773 -15.881 25.342
H3 -48.328 -22.343 28.911
H4 -46.161 -22.767 30.270
H5 -44.084 -12.395 22.302
H6 -39.509 -14.183 28.308
H7 -47.433 -17.574 24.713
H8 -48.423 -23.517 34.666
H9 -40.593 -14.598 29.518
H10 -43.994 -10.908 24.010
H11 -50.072 -16.645 22.196
H12 -46.235 -17.058 28.849
H13 -38.643 -16.416 27.435
H14 -52.239 -19.420 29.458
H15 -44.915 -18.427 27.215
H16 -43.444 -20.573 21.735
H17 -44.732 -21.488 22.665
H18 -44.427 -18.980 23.473
H19 -45.856 -20.030 32.433
H20 -41.790 -20.729 28.004
H21 -42.591 -13.987 31.690
H22 -52.204 -16.398 28.239
H23 -44.839 -20.941 20.747
H24 -53.571 -20.611 28.106
H25 -48.750 -18.519 28.169
H26 -47.513 -16.269 28.315
H27 -47.521 -19.263 28.358
H28 -45.349 -22.588 28.679
H29 -44.242 -19.879 32.851
H30 -44.993 -21.586 32.381
H31 -42.660 -19.392 27.466
H32 -51.912 -18.696 23.987
H33 -46.794 -15.135 26.568
H34 -47.962 -18.779 30.737
H35 -47.200 -22.090 27.462
H36 -53.285 -22.227 28.919
H37 -47.043 -22.535 34.857
H38 -44.924 -18.493 25.505
H39 -47.282 -23.844 28.361
H40 -43.388 -16.518 20.034
H41 -44.008 -13.643 23.157
H42 -44.054 -13.131 31.973
H43 -43.967 -13.920 29.349
H44 -41.286 -19.580 25.460
H45 -50.547 -16.832 27.768
H46 -43.980 -14.993 20.343
H47 -39.425 -16.607 29.157
H48 -44.886 -16.006 26.724
H49 -45.240 -13.129 30.115
H50 -40.983 -21.148 25.290
H51 -49.606 -18.251 23.043
H52 -52.283 -16.964 23.519
H53 -50.563 -18.068 21.618
H54 -51.207 -15.385 27.184
H55 -48.550 -18.240 25.894
H56 -43.353 -12.248 25.006
H57 -44.645 -16.347 19.495
H58 -48.479 -16.684 25.767
H59 -46.865 -23.605 32.531
H60 -48.306 -24.272 32.562
H61 -46.062 -19.343 22.723
H62 -46.239 -19.431 26.573